This record from the Open Molecules 2025 dataset describes 5 unconnected molecules or ions with the total composition C50H92ClF2O16PS. The level of theory is ωB97M-V with the def2-TZVPD basis set.

Positions of all 163 atoms, in Å:
H (2.85072, 5.79380, -2.93704)
C (-0.53877, 0.33161, 3.34110)
H (-0.78366, 4.44978, 1.98054)
H (-5.11355, 6.89610, -3.33099)
H (0.58191, -1.34451, 1.54031)
C (6.02654, -2.17968, 0.51499)
H (3.87784, -4.73041, 10.25959)
O (4.02170, -0.79346, 0.90427)
O (6.22310, -6.65030, -0.72051)
H (4.34920, -7.02884, 1.06091)
H (-9.36556, 8.22646, 0.28144)
H (6.22071, -7.93813, -2.25124)
C (4.24332, 1.60548, 0.38183)
H (8.77996, -1.03674, 1.85211)
H (3.20190, 1.54867, 0.03232)
H (2.03753, 2.30352, -4.87009)
H (4.76079, 3.42126, -1.52923)
H (-11.08019, 5.49959, -0.01483)
C (-4.51766, 1.32436, -4.40458)
H (-4.96100, 5.13111, -0.32893)
H (-4.21477, 6.68358, -1.81058)
H (6.92208, -3.47822, -3.22568)
H (-2.36833, -0.19741, 2.34279)
H (-3.63998, 1.97990, -4.40443)
H (-7.06900, 7.37364, -0.44383)
H (-7.67064, 4.54156, -6.19275)
C (1.83187, -6.05881, 4.74025)
H (3.93653, -5.32055, 1.35288)
H (-11.08960, 5.69386, -1.78119)
H (1.70343, -5.78424, 9.56249)
C (5.53633, -5.62138, -0.02931)
H (6.39495, -5.82968, 9.93717)
C (-0.52232, 4.50495, -0.66513)
O (2.61622, -5.39485, 5.70581)
C (-1.52110, 3.65185, 2.02840)
H (-9.54783, 6.70619, 1.19604)
O (-1.08225, 5.45017, -0.17875)
H (-3.00667, 0.95026, -2.41473)
H (5.29140, -2.89477, -3.62235)
H (-5.44571, 3.47021, -5.41562)
C (-0.06598, 2.66438, -2.70414)
C (3.80070, -5.54407, 9.52772)
C (4.22279, -6.05035, 0.58144)
O (7.07678, -1.27068, 0.78662)
C (-1.20123, -1.16711, 0.33212)
H (6.37407, -2.92518, -0.21549)
C (-1.26565, 2.65510, 0.90993)
H (0.86676, -1.33458, -0.16030)
H (-4.36594, 3.15112, -6.74491)
H (0.37862, 0.07014, -2.85381)
H (-1.37531, 3.16204, 2.98112)
H (-0.47448, -0.74634, 3.47015)
H (5.39213, 2.17027, -2.62121)
O (2.07256, -4.14848, 8.47380)
H (4.38099, 2.55710, 0.91644)
P (1.92614, 4.19541, -3.99464)
O (-7.10312, 5.83898, 0.96305)
C (2.09842, -4.11360, 6.01544)
H (5.57958, 0.40326, 1.56835)
O (4.85786, -5.46127, 8.58893)
O (5.11785, 1.53586, -0.72254)
C (-2.88297, 4.31404, 1.98903)
H (6.19903, -5.34211, 0.79307)
C (0.28008, -3.24594, 0.57594)
O (3.15560, 4.97768, -3.35130)
H (1.00480, -4.15718, 6.09819)
H (-2.99845, 4.96606, 1.13368)
C (5.75163, -6.98034, -2.01771)
H (-4.32697, 5.34171, -2.97771)
H (8.49146, -2.70232, 1.30346)
H (2.45180, -2.52868, 7.36526)
H (1.79390, -5.48720, 3.80647)
H (6.00651, -4.11016, 9.66398)
H (-1.71358, -1.59652, -3.40928)
C (0.76332, 3.90313, -2.64517)
C (2.08276, -6.84220, 0.06759)
C (-3.04791, -0.05927, -2.81711)
H (2.42192, -6.14226, 7.98619)
H (2.35853, -3.41385, 5.20759)
C (-5.30200, 2.83075, -6.28845)
C (-1.41156, 1.25829, 1.13531)
C (-10.85622, 6.18669, -0.83957)
C (-0.56785, 2.14248, -1.40525)
H (-7.72714, 4.69168, -7.93329)
H (1.65596, -6.34748, 0.94679)
H (-3.56801, -0.51363, -4.87035)
C (-7.06747, 4.46667, -7.09499)
C (-0.48834, -0.25451, -2.28219)
O (3.20020, -6.11819, -0.39888)
H (6.82826, -5.05061, 8.39965)
H (-6.91377, 3.87343, 0.64146)
H (-5.19567, 1.72467, -3.64849)
H (-3.01477, 4.92217, 2.88572)
O (5.36189, -4.83424, -3.05296)
H (2.35363, -7.87187, 0.32808)
H (0.80761, -6.21435, 5.10113)
H (-4.89693, -0.70677, -3.76298)
F (-3.92085, 3.39319, 1.95790)
H (5.39598, -4.74359, -0.66490)
Cl (0.35769, -3.92768, 2.23515)
H (1.34212, -6.86342, -0.72973)
H (-7.96571, 4.67565, -0.53379)
C (-4.86781, 6.18950, -2.54046)
H (6.15024, -3.95400, -4.76208)
C (2.45743, -5.46346, 8.84078)
O (-9.48932, 6.52214, -0.86516)
H (3.69425, 2.11381, -2.11738)
H (4.17650, -2.24374, -0.47737)
H (3.98088, 0.68738, 2.26730)
H (3.86699, -6.50263, 10.06199)
H (7.54652, -2.03045, 2.65900)
C (-1.13838, 0.32647, 0.09894)
O (-6.07619, 5.77802, -1.94349)
H (6.06068, -6.48127, -4.07171)
S (1.09621, 4.95833, -5.54600)
C (2.67287, -3.59699, 7.31363)
H (-1.83572, -1.42086, 1.17249)
H (-0.61865, 0.79028, 4.32066)
C (4.51465, 0.46665, 1.33983)
C (-5.16223, 1.38926, -5.78092)
H (-6.29493, 5.23247, -7.08128)
C (-9.06989, 7.16820, 0.32321)
H (-0.20706, -1.20533, -1.85188)
C (8.01631, -1.79581, 1.69653)
C (5.97017, -3.74176, -3.70172)
F (-2.58326, 1.52754, 3.25561)
H (-1.63553, -1.65524, -0.53651)
C (0.55340, 4.75679, -1.64544)
H (-11.48694, 7.07825, -0.73951)
H (1.07593, 5.69897, -1.55519)
H (-4.55502, 0.81495, -6.47932)
C (-7.56953, 7.08901, 0.48416)
H (-1.44514, -0.09247, -4.23791)
H (-3.42394, -0.74318, -2.05796)
C (-4.04633, -0.06735, -3.99694)
C (-1.65852, -0.51617, -3.26362)
H (1.20823, -3.55416, 0.10857)
H (-7.23703, 2.32818, -7.07567)
C (4.70992, 2.35930, -1.79551)
H (-0.56408, -3.70674, 0.07742)
C (6.07872, -5.09498, 9.18715)
H (5.11637, -0.80261, -0.87126)
H (5.72904, -2.70322, 1.43304)
C (-1.77466, 0.69189, 2.50550)
H (3.75790, -3.72063, 7.32850)
H (-5.67786, 3.85207, -1.34345)
C (0.19632, -1.72728, 0.60199)
O (-0.26644, 2.14197, -3.76641)
H (7.22233, -5.73604, -2.94274)
O (2.61248, 2.78320, -4.25530)
H (-7.28797, 7.80722, 1.25726)
C (-5.85190, 4.84415, -0.90155)
C (-7.03626, 4.77074, 0.03195)
H (-6.16263, 0.95903, -5.73436)
C (-0.81457, 3.07519, -0.36703)
H (2.29040, -7.02803, 4.55265)
C (-6.46612, 3.07441, -7.25574)
H (4.66883, -7.12054, -2.02474)
C (6.16766, -5.99951, -3.08953)
H (0.38042, 0.64430, 2.85172)
C (4.82175, -1.47137, -0.06140)
H (-6.10847, 2.98150, -8.28002)
C (-0.74251, 0.76283, -1.19240)

M: 1085.760 g mol⁻¹
E: -4563.51003 Eh
SMILES: CCCCCCCCCc1c(CCCCl)c([C@@H](C)F)c(CCF)c2c1C(=O)C(P(O)(O)=S)=CC2=O.COCCOCCOC.COCCOCCOC.COCCOCCOC.COCCOCCOC
2S+1: 1